The following is a DFT calculation (ωB97M-V with the def2-TZVPD basis set) of a 2-piece molecular cluster, C2HF3O2 overall at a distorted geometry.

Output
highest occupied orbital energy: -0.39150 Ha
gap between HOMO and LUMO: 11.23 eV
ΔE to the lowest compared entry with this formula, charge and spin: 2.570 eV
E_LUMO: 0.577 eV
multiplicity: 1
charge: 0

```
8
Properties=species:S:1:pos:R:3:forces:R:3
C 1.627 -0.883 -0.058 -0.033 -0.607 2.353
H -0.788 1.697 -0.456 -0.673 0.232 -0.012
O 2.097 0.142 -0.336 0.436 0.576 -0.351
C -1.876 0.262 0.384 -0.254 0.275 -0.092
F 0.944 -1.681 -0.795 -0.483 -0.566 -0.894
F 1.675 -1.452 1.176 0.113 0.625 -1.124
F -2.882 1.086 0.103 -0.329 0.131 -0.034
O -0.796 0.829 -0.019 1.223 -0.667 0.153
```
Forces are in eV/Å.